{
  "formula": "C18H29N2O2P2STl",
  "method": "ωB97M-V/def2-TZVPD",
  "species": ["Tl", "S", "P", "P", "O", "O", "N", "N", "C", "C", "C", "C", "C", "C", "C", "C", "C", "C", "C", "C", "C", "C", "C", "C", "C", "C", "H", "H", "H", "H", "H", "H", "H", "H", "H", "H", "H", "H", "H", "H", "H", "H", "H", "H", "H", "H", "H", "H", "H", "H", "H", "H", "H", "H", "H"],
  "coordinates": [[-0.249, -0.917, 0.662], [-2.418, -2.567, 1.043], [0.854, -1.556, -1.631], [-1.662, 1.200, 1.447], [1.679, 2.005, -3.231], [0.619, 3.245, -1.088], [-1.606, 0.307, -1.428], [-1.332, -3.744, 3.389], [2.201, -0.429, 2.507], [2.624, -1.174, -1.812], [2.474, -3.051, 3.500], [-2.898, 1.514, -3.578], [2.956, -1.968, 4.245], [-0.963, 2.863, 1.619], [-2.597, 1.171, -1.213], [2.853, -0.664, 3.740], [-2.571, 0.784, 2.967], [-1.792, -3.249, 2.417], [-1.830, 0.664, -3.804], [-3.006, 1.510, 0.218], [1.784, -2.815, 2.285], [-1.147, 0.074, -2.703], [1.607, -1.508, 1.879], [-3.291, 1.780, -2.268], [0.025, -0.697, -2.928], [0.655, -3.351, -1.898], [2.168, 0.575, 2.073], [2.607, -4.073, 3.862], [3.146, -1.385, -0.869], [-1.852, 0.631, 3.785], [-0.534, 3.157, 0.642], [1.375, -3.661, 1.729], [-3.410, 1.983, -4.413], [2.727, -0.105, -2.050], [1.857, 2.478, -4.062], [-3.266, 1.590, 3.244], [0.294, -0.870, -3.977], [-3.875, 0.896, 0.514], [-0.155, 2.843, 2.363], [3.067, -1.778, -2.616], [0.715, 4.204, -1.214], [3.421, -2.139, 5.219], [-1.457, 0.434, -4.799], [-3.118, -0.158, 2.799], [0.969, 2.825, -1.922], [1.023, -3.623, -2.900], [-3.309, 2.570, 0.262], [-4.098, 2.465, -2.019], [2.265, 2.197, 0.030], [2.995, 2.062, 0.172], [1.149, 1.220, -3.494], [-0.414, -3.601, -1.814], [-1.736, 3.574, 1.946], [3.261, 0.177, 4.305], [1.214, -3.915, -1.135]],
  "energy_ev": -60315.930,
  "homo_ev": -6.66,
  "orbital_gap_ev": 6.5
}